No. 1
Formula: C2H5BO2
Source: the OMol25 dataset
Level of theory: ωB97M-V with the def2-TZVPD basis set

## Properties
total energy	-254.5940	Ha
HOMO	-9.9124	eV
ΔE to the lowest compared entry with this formula, charge and spin	53.4	kJ/mol
F_max	4.37	eV/Å
SMILES	C=CB(O)O

Geometry as XYZ:
```
10
C2H5BO2 (ωB97M-V with the def2-TZVPD basis set)
C 1.75420 0.02961 -0.15163
C 0.63974 -0.69041 -0.00603
B -0.76948 -0.10109 0.01238
O -1.86239 -0.89246 -0.03704
O -0.76588 1.25674 -0.01684
H 2.76146 -0.11993 0.01883
H 1.70369 1.00939 -0.47488
H 0.71554 -1.69005 0.33672
H -2.58604 -0.39403 0.14454
H -1.59085 1.59221 0.17396
```

=====

No. 2
Formula: C5H11N2O
Source: the OMol25 dataset
Level of theory: ωB97M-V with the def2-TZVPD basis set

## Properties
total charge	+1
total energy	-381.6131	Ha
HOMO	-14.7534	eV
ΔE to the lowest compared entry with this formula, charge and spin	133.5	kJ/mol
F_max	4.42	eV/Å
SMILES	C[C@@H]1[NH+]=CNC[C@@H]1O

Geometry as XYZ:
```
19
C5H11N2O (ωB97M-V with the def2-TZVPD basis set)
C -2.09595 -0.25411 0.18530
C -0.67081 -0.32818 -0.42324
N 0.11136 -1.37972 0.29241
C 1.43053 -1.33815 0.52041
N 2.19990 -0.45552 0.01012
C 1.65958 0.80807 -0.56695
C 0.22998 1.08275 -0.19740
O 0.10268 1.36070 1.14500
H -2.24193 0.32407 1.15661
H -2.25961 -1.32386 0.41898
H -2.81387 -0.02617 -0.63456
H -0.83648 -0.74891 -1.43335
H -0.43001 -2.13571 0.71384
H 1.83648 -2.02537 1.17043
H 3.15751 -0.31277 0.29900
H 1.86998 0.83454 -1.63662
H 2.23292 1.72903 -0.16149
H -0.25663 1.78274 -0.86264
H 0.79192 2.04954 1.33662
```

=====

No. 3
Formula: C3H14NO3
Source: the OMol25 dataset
Level of theory: ωB97M-V with the def2-TZVPD basis set

## Properties
total charge	+1
total energy	-402.9539	Ha
HOMO	-14.7996	eV
ΔE to the lowest compared entry with this formula, charge and spin	7.1	kJ/mol
F_max	0.94	eV/Å

Geometry as XYZ:
```
21
C3H14NO3 (ωB97M-V with the def2-TZVPD basis set)
O -1.30125 0.97175 1.26572
C -0.16369 1.79515 1.03688
C 1.05352 0.89539 1.10388
N 0.81475 -0.27250 0.21986
C 1.77367 -1.38323 0.29001
H -2.07217 1.53237 1.41706
H -0.18133 2.24528 0.04034
H -0.07609 2.54477 1.80436
H 1.28632 0.46997 2.08000
H 1.90484 1.45599 0.73748
H 0.70835 0.02643 -0.76959
H -0.12458 -0.60578 0.43447
H 1.76433 -1.82731 1.28614
H 2.79760 -1.08104 0.10917
H 1.47379 -2.11546 -0.43123
H -2.60760 -1.21903 -0.40988
H -1.92538 -2.37184 -1.19316
O -1.77937 -1.48382 -0.85004
H -0.77222 -0.57554 -2.34013
H 0.24604 -0.09569 -3.34643
O 0.06890 -0.08161 -2.39765
```

=====

No. 4
Formula: C15H50N2O10
Source: the OMol25 dataset
Level of theory: ωB97M-V with the def2-TZVPD basis set

## Properties
total energy	-1463.2234	Ha
HOMO	-9.6388	eV
ΔE to the lowest compared entry with this formula, charge and spin	84.3	kJ/mol
F_max	7.71	eV/Å
SMILES	NC(N)=O.CCO.CCO.CCO.CCO.CCO.CO.CO.CO.CO

Geometry as XYZ:
```
77
C15H50N2O10 (ωB97M-V with the def2-TZVPD basis set)
N -1.17335 -5.29418 -1.28168
C -1.72435 -4.11218 -1.20868
N -2.54035 -3.97118 -0.18268
O -1.54535 -3.23318 -2.26768
H -0.57235 -5.44518 -2.11968
H -1.38335 -6.04318 -0.59568
H -3.18835 -3.18018 -0.30668
H -2.24235 -4.24018 0.76132
C -0.80935 2.27382 -3.11768
C -1.56835 1.06582 -3.68968
O -2.88435 1.50082 -3.70768
H -0.83835 3.09682 -3.80168
H 0.18065 1.93182 -2.98168
H -1.05435 2.51082 -2.09368
H -1.46035 0.13282 -3.18968
H -1.26435 0.85482 -4.74768
H -3.07735 1.73682 -2.78068
C -1.26735 -1.30218 2.21732
C -1.55035 -0.16018 3.20032
O -1.65135 -0.59818 4.54132
H -0.57935 -2.03718 2.61532
H -0.88435 -0.96818 1.24432
H -2.16335 -1.79418 2.07032
H -2.44935 0.37282 2.96732
H -0.70135 0.51282 3.20932
H -0.72835 -0.91018 4.71132
C -2.79035 -0.24718 -0.66368
C -3.84935 -0.93418 -1.56668
O -4.37435 -1.99518 -0.92768
H -2.04735 -0.98818 -0.43268
H -3.20535 0.12682 0.22932
H -2.31635 0.56582 -1.13768
H -3.33735 -1.22218 -2.50068
H -4.60835 -0.14018 -1.86368
H -5.06335 -2.34518 -1.49768
C 3.39465 -1.35418 1.38432
C 2.63165 -0.36718 2.21632
O 2.32665 0.72082 1.40032
H 4.38865 -0.99018 1.15832
H 2.96865 -1.62618 0.44232
H 3.51065 -2.26618 2.05132
H 3.08565 -0.13518 3.18732
H 1.64065 -0.73118 2.54532
H 2.36465 1.50782 1.93532
C 1.53865 4.42982 -1.34568
C 1.89565 4.18882 0.10332
O 1.52265 5.27182 0.86032
H 1.74565 3.56882 -1.97368
H 2.08365 5.28182 -1.73968
H 0.43965 4.63482 -1.47868
H 2.99865 4.15782 0.11232
H 1.58265 3.27382 0.64332
H 1.70565 5.10582 1.81832
C 0.71765 -0.83118 -1.35368
O 0.48765 0.36382 -0.65968
H 1.15465 -1.58818 -0.67868
H 1.47965 -0.69018 -2.08368
H -0.10835 -1.25918 -1.91768
H 1.17365 0.41782 0.04832
C -1.15435 2.36682 1.03032
O -2.29435 3.16782 1.32132
H -1.47535 1.35182 0.79832
H -0.41135 2.23082 1.80532
H -0.60135 2.83482 0.16532
H -2.66435 2.95382 2.18332
C 5.06765 2.26082 0.40432
O 4.29365 1.70782 -0.64668
H 5.72765 3.05282 0.05032
H 5.57165 1.47282 0.91832
H 4.52365 2.71182 1.21432
H 3.52165 1.27382 -0.27868
C 0.80765 -3.74718 1.05232
O 0.46465 -5.06118 0.82432
H 0.00265 -3.09918 0.80632
H 1.65465 -3.43718 0.49332
H 0.97165 -3.58118 2.08032
H -0.02235 -5.06518 -0.00268
```

=====

No. 5
Formula: C22H40HfN3S5Sb
Source: the OMol25 dataset
Level of theory: ωB97M-V with the def2-TZVPD basis set

## Properties
total charge	+2
total energy	-3305.3848	Ha
HOMO	-12.5827	eV
ΔE to the lowest compared entry with this formula, charge and spin	5.1	kJ/mol
F_max	0.70	eV/Å

Geometry as XYZ:
```
72
C22H40HfN3S5Sb (ωB97M-V with the def2-TZVPD basis set)
Hf -0.01791 -0.14549 -0.22250
C 0.58348 -1.67053 -3.22756
C -0.86139 -1.89320 -2.86809
N -1.38802 -0.70858 -2.15978
C -1.80395 0.41210 -3.04132
C -0.67461 1.30039 -3.54697
S 0.59306 1.64992 -2.28902
C 2.11541 0.92367 -2.98094
C 2.51605 -0.43184 -2.39817
N 1.33353 -1.23003 -2.02204
H 1.02479 -2.58227 -3.63454
H 0.68796 -0.91088 -3.99706
H -1.45942 -2.12679 -3.75207
H -0.94727 -2.73982 -2.18331
H -2.23301 -1.01360 -1.68676
H -2.35720 0.02309 -3.90099
H -2.49529 1.02209 -2.46526
H -0.16467 0.90054 -4.42020
H -1.09349 2.26035 -3.84635
H 1.96696 0.89645 -4.05966
H 2.90663 1.64773 -2.79463
H 3.12798 -0.96437 -3.13173
H 3.12280 -0.28956 -1.50642
H 1.66918 -2.07630 -1.56935
C -1.71468 -0.35446 4.23471
C -1.24578 -0.64160 2.83053
S -0.13196 0.56245 2.13931
C -1.60781 -1.77403 2.21184
C -2.50298 -2.79381 2.87096
S -1.11491 -2.21989 0.53750
H -1.42373 0.64207 4.55754
H -1.30089 -1.07489 4.94521
H -2.80148 -0.42993 4.30546
H -3.49534 -2.38468 3.07641
H -2.08345 -3.10908 3.82927
H -2.63062 -3.68214 2.25615
C 1.74056 -2.75585 2.95428
Sb 2.19910 -2.02202 1.03748
C 4.32835 -1.88571 1.19004
C 2.16351 -3.84982 -0.07734
H 2.57797 -3.37344 3.27540
H 0.83717 -3.35859 2.88893
H 1.58292 -1.94132 3.65787
H 4.73573 -2.88097 1.01538
H 4.61139 -1.56602 2.19299
H 4.75343 -1.19115 0.46618
H 2.38301 -4.66311 0.61416
H 2.93460 -3.85510 -0.85035
H 1.18345 -4.04210 -0.51501
C 1.79823 3.32492 0.49936
S 2.31309 1.60646 0.28898
C 3.07327 1.39441 1.90397
H 1.03281 3.40816 1.27021
H 1.42890 3.70323 -0.44895
H 2.67295 3.90902 0.77957
H 3.88476 2.11647 1.98166
H 3.49515 0.39762 1.96919
H 2.34220 1.53856 2.69438
S -4.66075 1.05890 0.64190
C -3.24785 0.18292 0.30284
N -2.18849 0.87011 -0.03926
C -2.49290 2.24482 -0.03267
C -1.61719 3.29315 -0.30907
C -2.08850 4.58589 -0.25795
C -3.42681 4.85530 0.06655
C -4.30247 3.83378 0.35175
C -3.81626 2.52473 0.30123
H -3.22831 -0.89508 0.38227
H -0.58182 3.10926 -0.53396
H -1.41625 5.40908 -0.46193
H -3.77087 5.87988 0.09875
H -5.33211 4.04060 0.61094
```

=====

No. 6
Formula: C53H51N9P3S2Sn
Source: the OMol25 dataset
Level of theory: ωB97M-V with the def2-TZVPD basis set

## Properties
total charge	+1
total energy	-4577.6851	Ha
HOMO	-9.7443	eV
ΔE to the lowest compared entry with this formula, charge and spin	79.3	kJ/mol
F_max	0.90	eV/Å

Geometry as XYZ:
```
119
C53H51N9P3S2Sn (ωB97M-V with the def2-TZVPD basis set)
Sn 0.33180 1.51571 -1.54983
C 3.86407 0.71233 -4.62328
C 2.53844 0.80838 -3.93545
N 2.37898 1.51445 -2.87708
N 3.39245 2.27157 -2.41639
C 2.98519 3.34028 -1.78619
N 3.89667 4.17476 -1.27239
S 1.31305 3.86744 -1.65467
C 1.29594 0.27997 -4.51161
C 1.27063 -0.50435 -5.66127
C 0.05961 -0.77722 -6.27156
C -1.10611 -0.28626 -5.70886
C -1.00805 0.42425 -4.52444
N 0.15251 0.70701 -3.94522
H 4.33077 1.69634 -4.60979
H 4.52361 0.04125 -4.06935
H 3.78561 0.36853 -5.64984
H 4.87543 3.98240 -1.40084
H 3.59294 5.04613 -0.87428
H 2.18565 -0.89379 -6.08084
H 0.03196 -1.35912 -7.18284
H -2.06713 -0.45070 -6.17521
H -1.89044 0.81406 -4.03110
N 2.18685 1.11382 1.91141
P 1.12266 2.42109 1.61952
C 0.31076 2.69475 3.25573
C -0.98439 3.20291 3.26634
C -1.61865 3.50607 4.46435
C -0.96156 3.29301 5.66531
C 0.33326 2.79006 5.66498
C 0.96749 2.50309 4.46840
C 2.31685 3.80349 1.76427
C 1.81961 5.09093 1.56544
C 2.66392 6.18655 1.62508
C 4.01537 6.00538 1.89587
C 4.51335 4.72855 2.10184
C 3.67067 3.62741 2.02328
P 1.78323 -0.46425 1.37672
C 3.20793 -1.42230 2.02600
C 3.35535 -2.69972 1.48750
C 4.24513 -3.60810 2.03743
C 5.01630 -3.24445 3.13076
C 4.92164 -1.95705 3.63699
C 4.02525 -1.05099 3.09051
C 0.56992 -1.00822 2.67341
C 0.78942 -0.86027 4.04102
C -0.19167 -1.21838 4.95109
C -1.40625 -1.72821 4.50869
C -1.62714 -1.90234 3.15211
C -0.63964 -1.54235 2.24503
H 2.63352 1.14800 2.82157
H -1.48564 3.39085 2.32140
H -2.61919 3.92062 4.46216
H -1.44867 3.53332 6.60076
H 0.85312 2.64210 6.60267
H 1.99482 2.15602 4.49126
H 0.76575 5.22303 1.34888
H 2.27232 7.18199 1.46130
H 4.67812 6.85941 1.94368
H 5.56351 4.58709 2.32305
H 4.08351 2.63450 2.14418
H 2.75049 -2.98700 0.63500
H 4.33899 -4.59955 1.61433
H 5.68152 -3.96129 3.59240
H 5.54784 -1.65432 4.46616
H 3.98142 -0.05747 3.52111
H 1.73345 -0.47708 4.40664
H -0.00358 -1.10772 6.01118
H -2.16821 -2.00677 5.22470
H -2.55923 -2.33024 2.80017
H -0.78667 -1.69326 1.18487
C -4.45738 1.54188 2.45374
C -4.20085 2.20441 1.15522
N -4.93640 3.10505 0.59611
N -4.32834 3.37453 -0.58831
C -3.20910 2.66032 -0.78355
S -2.25176 2.63926 -2.15849
N -3.11849 1.91210 0.34865
N -2.07254 1.05359 0.60164
H -5.41678 1.88395 2.83252
H -3.68141 1.78320 3.18169
H -4.48288 0.45811 2.32853
H -4.71844 4.05339 -1.21910
H -2.00050 0.87436 1.59822
H -2.21654 0.17387 0.11259
C -1.73208 -5.77260 0.88008
C -0.54856 -5.05530 0.77766
C -0.50962 -3.90522 0.01020
C -1.64470 -3.45963 -0.66553
C -2.81935 -4.20065 -0.58693
C -2.85619 -5.35479 0.18479
P -1.42329 -1.90691 -1.64609
C -0.66854 -2.78139 -3.06708
C 0.72086 -2.69356 -3.12488
C 1.43627 -3.44576 -4.04533
C 0.76151 -4.26195 -4.93838
C -0.62407 -4.34857 -4.89037
C -1.33853 -3.62956 -3.94550
C -3.16635 -1.51418 -2.04116
C -3.95533 -1.18872 -0.93105
C -5.24663 -0.71549 -1.08576
C -5.77977 -0.57507 -2.36066
C -5.01208 -0.90391 -3.46519
C -3.70468 -1.34911 -3.31161
H -1.77942 -6.65062 1.51016
H 0.33381 -5.38660 1.30981
H 0.40654 -3.33047 -0.06934
H -3.70742 -3.87529 -1.11280
H -3.77061 -5.93040 0.24796
H 1.24283 -2.04616 -2.42595
H 2.51777 -3.39449 -4.06273
H 1.30978 -4.83968 -5.67109
H -1.14601 -4.99615 -5.58321
H -2.41398 -3.73939 -3.88647
H -3.56021 -1.34952 0.06902
H -5.84158 -0.46532 -0.21605
H -6.79204 -0.21565 -2.48691
H -5.43271 -0.81405 -4.45836
H -3.11060 -1.57795 -4.18494
```

=====

No. 7
Formula: C15H50O10
Source: the OMol25 dataset
Level of theory: ωB97M-V with the def2-TZVPD basis set

## Properties
total energy	-1353.7445	Ha
HOMO	-9.7246	eV
ΔE to the lowest compared entry with this formula, charge and spin	458.4	kJ/mol
F_max	2.64	eV/Å
SMILES	CCO.CCO.CCO.CCO.CCO.CO.CO.CO.CO.CO

Geometry as XYZ:
```
75
C15H50O10 (ωB97M-V with the def2-TZVPD basis set)
C -2.80214 21.47441 -22.19970
C -3.44433 20.99794 -23.48457
O -4.86209 20.91905 -23.21090
H -2.91362 20.73576 -21.40906
H -3.22200 22.43256 -21.90704
H -1.73081 21.58307 -22.40006
H -3.07189 19.99871 -23.74355
H -3.29412 21.61105 -24.37526
H -5.32985 21.12054 -24.02500
C 2.98169 16.44770 -22.93998
C 2.11719 15.26191 -22.61482
O 1.10946 14.98422 -23.59814
H 3.40319 16.36680 -23.94282
H 3.83068 16.46979 -22.24762
H 2.50374 17.42103 -22.82236
H 1.62463 15.32356 -21.64627
H 2.74832 14.36584 -22.56638
H 1.54007 14.71927 -24.41610
C 6.21261 19.45948 -21.38232
C 4.74114 19.74994 -21.28594
O 4.51011 21.08514 -20.89514
H 6.75146 20.11933 -22.06075
H 6.45469 18.42122 -21.61433
H 6.71233 19.60654 -20.41114
H 4.22296 19.03966 -20.63378
H 4.41679 19.62245 -22.33391
H 3.56177 21.14365 -20.69643
C -2.89403 18.33817 -18.92337
C -2.28023 19.08695 -17.75472
O -1.17750 19.87018 -18.25919
H -2.20133 17.62880 -19.38474
H -3.32900 18.94114 -19.71416
H -3.65831 17.68250 -18.47664
H -1.91014 18.40537 -16.99028
H -3.00014 19.79805 -17.35403
H -0.34290 19.49061 -17.96244
C 0.71550 17.00104 -18.69114
C 1.93775 17.72817 -18.19245
O 1.61026 19.10060 -17.94429
H 0.86142 15.94795 -18.92698
H 0.22007 17.47834 -19.54299
H -0.07880 17.00401 -17.93139
H 2.70444 17.70646 -18.97365
H 2.23621 17.26816 -17.24934
H 2.28832 19.50605 -17.38459
C -1.43094 17.25122 -22.88988
O -0.41339 17.44646 -23.86391
H -1.34445 16.19307 -22.61866
H -1.30103 17.87249 -21.99829
H -2.45142 17.41265 -23.24316
H 0.07402 16.61666 -23.92541
C 2.02183 22.55602 -24.41929
O 2.31010 21.54978 -25.36060
H 0.99338 22.92440 -24.61188
H 1.92628 22.21238 -23.38764
H 2.56916 23.48538 -24.54508
H 1.84911 20.75793 -25.07332
C 3.97527 21.31086 -17.14524
O 3.63849 20.26642 -16.22704
H 3.14328 21.99766 -17.26692
H 4.89534 21.83224 -16.87876
H 4.18220 20.89569 -18.14380
H 4.46908 19.84152 -15.99619
C 1.04276 20.10788 -21.25871
O 1.78863 20.86316 -20.28519
H -0.00144 20.41952 -21.31899
H 1.51815 20.20907 -22.23238
H 1.04662 19.06519 -20.93550
H 1.77960 20.31919 -19.48841
C 1.92859 24.09307 -20.58160
O 0.73048 23.45059 -20.89981
H 2.20831 23.93929 -19.52496
H 2.79706 23.71660 -21.14269
H 2.03210 25.17505 -20.69034
H 0.99379 22.52143 -20.91605
```

=====

No. 8
Formula: C9H11N3O
Source: the OMol25 dataset
Level of theory: ωB97M-V with the def2-TZVPD basis set

## Properties
total energy	-588.8612	Ha
HOMO	-7.9110	eV
ΔE to the lowest compared entry with this formula, charge and spin	500.3	kJ/mol
F_max	7.66	eV/Å
SMILES	COc1ccc2c(c1)CNC(N)=N2

Geometry as XYZ:
```
24
C9H11N3O (ωB97M-V with the def2-TZVPD basis set)
C 3.96108 -0.73916 0.10151
O 3.38267 0.43416 -0.14609
C 2.02703 0.46862 -0.18206
C 1.49571 1.77750 0.20572
C 0.17461 1.97686 -0.06532
C -0.58564 0.95912 -0.31451
C -0.21623 -0.36010 -0.41590
C 1.15713 -0.62176 -0.22441
C -1.26475 -1.44187 -0.53306
N -2.42933 -0.87707 0.43195
C -2.78369 0.36862 -0.01568
N -4.11400 0.23963 0.02736
N -2.05802 1.38342 -0.53740
H 3.33409 -1.59254 -0.49998
H 5.08355 -0.52310 -0.38552
H 4.24211 -0.95104 1.34760
H 2.24129 2.49399 0.36688
H -0.27394 2.98190 0.06512
H 1.36783 -1.66437 0.38833
H -0.92758 -2.31802 0.13586
H -1.63515 -1.69210 -1.55686
H -3.24823 -1.53599 0.64247
H -4.58772 1.11657 -0.09252
H -4.34283 0.11672 1.25649
```

=====

Question: Which of these has the highest HOMO?
Answer: C9H11N3O